DFT (the ωB97M-V functional and the def2-TZVPD basis) results for a 8-piece molecular cluster, C6H25NO7 overall in a non-equilibrium geometry.

The geometry in XYZ format:
```
39
Properties=species:S:1:pos:R:3:forces:R:3
C -0.86126 -2.38558 1.87373 -3.0 1.3 -2.6
N 1.35142 0.02072 1.22332 -3.5 -1.1 2.0
C 0.02542 0.06016 1.74647 3.0 5.2 -1.1
C -0.93102 -0.86334 1.95427 -3.1 -4.2 0.4
C -2.35504 -0.45103 2.39227 2.0 0.2 -3.0
C -3.24384 -0.22176 1.44277 -3.7 0.3 0.7
C -0.45205 1.46907 2.11551 0.4 3.2 0.2
H -1.87201 -2.80447 2.19568 1.5 0.5 -0.4
H -0.71552 -2.68278 0.77502 -0.1 0.3 1.3
H -0.11196 -2.78762 2.43380 2.3 -1.2 1.5
H 1.72262 -0.91100 1.14916 0.5 -0.3 -0.2
H 2.01246 0.71639 1.56907 -0.4 0.0 -0.3
H -2.36625 -0.29096 3.41793 -0.9 0.0 1.9
H -4.39616 -0.02923 1.53854 2.4 -0.1 0.9
H -3.12274 -0.23844 0.39066 1.2 -0.4 -0.9
H -1.56519 1.80717 2.16973 2.0 -1.7 0.4
H 0.11436 1.83223 3.03936 -0.9 -0.7 -0.7
H -0.14035 2.32495 1.43672 0.4 -1.3 0.1
H 0.56491 0.08557 -3.07197 0.0 -0.3 1.3
H 0.65431 -0.38238 -1.49516 -0.6 0.5 -0.7
O 1.02934 -0.43589 -2.38154 0.5 -0.1 -0.5
H 0.84066 4.48013 -0.52460 -1.1 -0.2 0.7
H -0.15848 5.16540 0.43193 -0.3 1.0 0.5
O 0.00810 4.34338 0.00291 1.1 -0.5 -1.0
H 3.27618 -1.47252 -4.03341 -0.8 -0.3 -2.3
H 3.40692 -0.70056 -2.82755 0.6 -1.9 -0.2
O 3.65384 -1.60806 -3.19910 0.2 2.1 2.5
H -2.10074 -3.18561 -1.86486 -2.4 -1.7 -0.2
H -0.63739 -3.19188 -1.79553 2.5 -2.0 -0.2
O -1.36514 -2.64542 -1.81067 -0.2 3.7 0.5
H -0.42570 2.55987 -1.90276 0.3 0.8 -2.6
H -1.10950 3.76739 -2.16234 -0.1 0.7 -0.9
O -0.52912 3.19376 -2.69194 -0.7 -1.3 2.8
H 2.26611 -4.37510 -0.70268 0.9 -1.5 -1.8
H 1.61329 -3.06461 -0.53785 -2.3 5.2 -3.9
O 1.93972 -3.74690 -0.11716 1.3 -3.5 5.5
H 1.97097 1.67097 -0.64813 -1.4 1.5 -0.6
H 0.56008 2.50611 -0.57303 0.8 -0.4 0.5
O 1.44875 2.47188 -0.95858 1.4 -1.6 0.5
```
Forces are in eV/Å.

Net charge = +1
HOMO energy (spin up / spin down) = -13.32 / -13.32 eV
⟨S²⟩ = 0.756
HOMO-LUMO gap (spin up / spin down) = 10.171 / 5.976 eV
Spin multiplicity = 2
E_tot = -22438.6484 eV